{"formula": "C3H36NO17", "method": "ωB97M-V with the def2-TZVPD basis set", "elements": ["O", "C", "C", "N", "C", "O", "H", "H", "H", "H", "H", "H", "H", "H", "O", "H", "H", "O", "H", "H", "O", "H", "H", "O", "H", "H", "O", "H", "H", "O", "H", "H", "O", "H", "H", "O", "H", "H", "O", "H", "H", "O", "H", "H", "O", "H", "H", "O", "H", "H", "O", "H", "H", "O", "H", "H", "O"], "positions_angstrom": [[-1.9634, 2.4729, 1.0818], [-1.6520, 1.7069, 0.1831], [-0.9949, 0.3659, 0.3374], [-0.3155, -0.1727, -0.8809], [0.9873, 0.3075, -1.2797], [1.9788, -0.0613, -0.2749], [-2.1435, 1.9416, -0.7671], [-1.9617, -0.3568, 0.4309], [-0.4373, 0.2554, 1.2729], [-0.6911, -1.1760, -1.0858], [0.9286, 1.4796, -1.2371], [1.3002, -0.0670, -2.2334], [-2.5465, 0.5800, -2.2966], [-3.6654, 1.5214, -2.0957], [-3.3887, 0.7216, -2.6074], [0.1729, -2.5331, -3.0317], [1.5883, -2.2332, -2.8442], [1.0737, -2.4803, -3.5357], [-1.1412, -3.1944, -0.4408], [-0.5182, -4.2909, -1.3964], [-0.4020, -3.4380, -1.1843], [4.1684, 1.4566, 1.5288], [3.7355, 0.3953, 0.3034], [4.3338, 1.1575, 0.5522], [2.8824, 2.7018, -2.2661], [2.0851, 3.9320, -1.6747], [2.6201, 3.6373, -2.4536], [-0.6418, 4.0287, 2.3862], [-0.8147, 4.6020, 1.0492], [-0.0667, 4.4034, 1.7039], [0.9299, 2.1301, -2.9608], [0.5222, 1.7306, -4.3046], [0.2152, 1.7966, -3.4689], [-1.0378, -0.9512, 2.8744], [0.0379, -1.8841, 2.5980], [-0.0454, -0.9820, 3.0410], [1.7529, -3.1936, 0.5300], [1.8425, -0.9794, -0.2336], [1.9012, -2.6626, -0.3683], [2.7797, 2.7434, 2.8432], [2.8147, 3.3058, 1.5765], [3.4264, 2.8876, 2.1162], [1.2426, 1.1375, 1.4835], [0.6883, 1.3568, 2.8867], [1.2194, 1.7546, 2.1871], [-4.2167, -0.5201, -0.9606], [-3.2849, -1.6585, -0.1216], [-3.8308, -0.8606, -0.1528], [-2.8844, -3.6503, -0.2371], [-1.0393, -3.5746, 1.4671], [-2.3726, -3.1544, 0.3326], [-2.5670, -3.2095, 2.5968], [-3.1990, -2.1613, 1.9545], [-2.7592, -2.1880, 2.7308], [1.0600, -3.1534, -0.7713], [0.2016, -4.5255, 1.8116], [-0.1343, -3.5882, 1.8347]], "forces_ev_per_a": [[1.121, -1.694, -0.820], [-1.771, 1.952, 1.139], [-2.082, -2.362, -1.102], [-1.122, -1.446, 2.119], [1.310, 2.409, 1.419], [-2.229, 3.298, -1.141], [0.638, -0.250, -0.590], [1.893, 1.716, -0.002], [0.472, -0.113, -0.153], [1.164, 1.889, -0.185], [0.122, -2.336, -0.069], [-0.315, -0.129, -0.543], [3.211, -0.717, 0.798], [0.031, -0.892, -0.868], [-3.449, 1.656, -0.237], [2.133, -0.291, -1.597], [3.150, 0.942, 3.165], [-5.141, -0.808, -1.575], [-0.360, -0.711, -0.399], [-0.798, -4.864, -1.355], [0.415, 5.323, 1.302], [-0.086, -0.714, -2.765], [1.148, 1.518, 0.938], [-0.588, -1.050, 1.028], [0.074, 1.302, 0.124], [0.870, -0.372, -0.835], [-0.788, -1.031, 0.909], [0.561, -0.211, 0.255], [1.841, -0.141, 1.022], [-2.252, 0.629, -1.366], [1.030, 0.957, 0.298], [1.415, -0.277, -4.391], [-2.655, -0.315, 3.567], [1.148, 0.126, 0.952], [0.642, 1.045, 0.919], [-1.921, -1.211, -1.722], [0.941, 2.118, -2.220], [0.395, -3.653, 0.575], [-2.082, -3.083, 2.240], [1.049, -0.296, -0.265], [-1.404, 1.326, -2.428], [0.994, -0.103, 3.383], [0.530, -1.165, -0.882], [0.012, -0.302, -0.116], [-0.952, 0.841, 1.350], [0.430, -0.754, -0.542], [-0.090, -0.956, -0.843], [-0.249, 1.301, 1.414], [-1.800, -1.854, -1.774], [-0.119, -0.209, -0.438], [2.183, 2.093, 1.349], [-0.175, 2.986, 1.138], [-2.611, 1.062, -4.289], [2.663, -3.601, 3.643], [1.221, 1.353, 0.116], [-0.788, 1.474, 0.134], [1.017, -1.407, 0.211]], "energy_ev": -39986.402, "spin_multiplicity": 2}